Record 1
Density functional theory data (ωB97M-V/def2-TZVPD) for an isolated molecule of C23H24F3N3O3S2.

* relative energy (zero: lowest compared OMol25 entry of this formula, charge and spin): 0.000 eV
* SMILES: CCN(C(=O)CSc1nc2cc(C(F)(F)F)ccc2n1Cc1ccccc1)[C@H]1CCS(=O)(=O)C1

XYZ file:
```
58
Properties=species:S:1:pos:R:3:mulliken_charge:R:1
C -1.2718 -2.5903 0.6698 -1.324
C -1.3620 -1.0794 0.4658 -0.045
N -2.5043 -0.7105 -0.3504 0.315
C -2.4654 -0.4756 -1.6813 0.821
O -3.4711 -0.2990 -2.3436 -0.660
C -1.1063 -0.3847 -2.3572 -0.967
S -0.3273 1.2240 -1.9727 -0.123
C 1.2031 0.6802 -1.3588 0.293
N 1.5221 -0.5699 -1.1449 -0.443
C 2.8034 -0.5350 -0.6642 0.423
C 3.6345 -1.5746 -0.2736 -0.971
C 4.8946 -1.2296 0.1811 0.385
C 5.8576 -2.2902 0.6271 0.906
F 5.3680 -3.5329 0.5344 -0.289
F 6.9986 -2.2775 -0.0893 -0.266
F 6.2333 -2.1272 1.9119 -0.266
C 5.3309 0.0992 0.2492 -1.212
C 4.5110 1.1386 -0.1372 -0.979
C 3.2439 0.8112 -0.5923 0.860
N 2.1958 1.5664 -1.0555 0.298
C 2.0694 3.0033 -1.0768 -1.692
C 1.2463 3.4710 0.1003 0.911
C 0.0086 4.0679 -0.0905 -0.275
C -0.7542 4.4542 0.9981 -0.672
C -0.2887 4.2408 2.2841 -0.454
C 0.9440 3.6407 2.4802 -0.764
C 1.7084 3.2568 1.3933 -0.226
C -3.8026 -0.7754 0.3115 -0.640
C -4.5669 0.5592 0.2428 -0.976
C -5.8784 0.3573 0.9747 -0.716
S -6.2401 -1.4252 0.7393 1.188
O -7.4474 -1.6233 -0.0087 -0.683
O -6.1357 -2.0857 2.0133 -0.662
C -4.7538 -1.8262 -0.2340 -0.844
H -0.3787 -2.8256 1.2417 0.460
H -1.2104 -3.0966 -0.2904 0.267
H -2.1375 -2.9681 1.2080 0.414
H -1.4612 -0.5763 1.4325 0.342
H -0.4405 -0.7295 0.0076 -0.094
H -0.3952 -1.1550 -2.0680 0.445
H -1.2772 -0.4000 -3.4338 0.447
H 3.3079 -2.5998 -0.3266 0.545
H 6.3266 0.3028 0.6112 0.401
H 4.8533 2.1604 -0.0843 0.438
H 1.5872 3.2962 -2.0142 0.568
H 3.0749 3.4302 -1.0433 0.429
H -0.3596 4.2278 -1.0928 0.410
H -1.7154 4.9197 0.8399 0.411
H -0.8846 4.5407 3.1330 0.416
H 1.3119 3.4715 3.4811 0.420
H 2.6678 2.7843 1.5498 0.392
H -3.6168 -1.0115 1.3641 0.550
H -4.7457 0.8003 -0.8051 0.367
H -3.9709 1.3593 0.6855 0.445
H -6.7005 0.9335 0.5660 0.439
H -5.7969 0.5149 2.0461 0.370
H -4.4550 -2.8467 -0.0225 0.429
H -4.9657 -1.6810 -1.2882 0.437
```

Record 2
Density functional theory data (ωB97M-V/def2-TZVPD) for a cluster of 2 separate species, C23H24F3N3O3S2 in total at a distorted geometry.

* relative energy (zero: lowest compared OMol25 entry of this formula, charge and spin): 7.281 eV

XYZ file:
```
58
Properties=species:S:1:pos:R:3:mulliken_charge:R:1
C -4.5185 0.4961 -3.1836 -1.044
N -4.0833 -0.5776 -2.3216 0.157
C -4.7859 -1.8496 -2.4137 -0.976
C -2.8451 -0.5430 -1.7616 0.810
C -2.1212 0.6579 -1.6661 -0.419
C -0.8207 0.6263 -1.1811 -0.686
N -0.2475 -0.5761 -0.8389 0.340
C 1.0353 -0.7198 -0.1226 -0.063
C 2.0174 0.3564 -0.5698 0.204
C 3.3210 -0.0161 -1.1780 0.932
C 4.2369 1.0017 -1.4377 -0.425
C 5.4576 0.7375 -2.0809 -0.699
C 5.7243 -0.5607 -2.5341 -0.389
C 4.7951 -1.5750 -2.3438 -0.901
C 3.5848 -1.3114 -1.6694 -0.204
O 1.8069 1.5904 -0.4721 -0.573
C -1.0102 -1.7033 -0.7487 -0.690
C -2.3055 -1.7237 -1.1636 -0.712
H -3.7912 0.7429 -3.9649 0.358
H -5.4620 0.2115 -3.6420 0.334
H -4.6787 1.3955 -2.5957 0.327
H -4.1520 -2.6557 -2.8294 0.382
H -5.0574 -2.1913 -1.4012 0.331
H -5.6950 -1.7245 -3.0162 0.269
H -2.5757 1.5955 -1.9686 0.380
H -0.2263 1.5265 -1.0153 0.579
H 1.4707 -1.6257 -0.5760 0.160
H 3.9696 2.0247 -1.1589 0.376
H 6.1369 1.5797 -2.1807 0.396
H 6.6500 -0.7442 -3.0909 0.364
H 5.0101 -2.5750 -2.7155 0.390
H 2.8618 -2.1082 -1.5382 0.389
H -0.4737 -2.6013 -0.4124 0.487
H -2.9161 -2.6190 -1.0355 0.484
C 2.7680 2.2111 2.0034 -1.018
N 1.3530 2.0812 1.8670 -0.064
S 0.7817 -1.5690 1.4411 0.051
C 2.3057 -1.3153 2.4261 0.681
F 2.2409 -2.4514 3.1631 -0.225
F 3.4564 -1.3314 1.6500 -0.206
F 2.4147 -0.2434 3.2567 -0.162
S 0.2121 2.4645 2.9274 1.156
C -1.1283 1.2928 2.8053 -0.089
C -2.1670 1.5616 1.9217 -0.458
C -3.1596 0.6087 1.7532 -0.451
C -3.1159 -0.5808 2.5038 -0.557
C -2.2086 -0.7063 3.5569 -0.656
C -1.1805 0.2114 3.6785 -0.324
O 0.6624 2.3051 4.2955 -0.756
O -0.3996 3.7085 2.4207 -0.768
H 3.2985 1.2842 1.7051 0.170
H 2.9760 2.9632 1.2053 0.268
H 3.1117 2.5054 3.0194 0.394
H -2.1534 2.4828 1.3376 0.540
H -3.9453 0.7837 1.0167 0.502
H -3.8057 -1.3733 2.2399 0.401
H -2.2754 -1.5346 4.2592 0.378
H -0.3539 0.1000 4.3752 0.525
```

Record 3
Density functional theory data (ωB97M-V/def2-TZVPD) for a cluster of 2 separate species, C23H24FNO4 in total at a distorted geometry.

XYZ file:
```
53
Properties=species:S:1:pos:R:3:mulliken_charge:R:1
C 3.8328 -4.3586 1.4375 -1.192
C 4.0399 -2.9751 0.8848 -0.205
O 2.9754 -2.6683 -0.0278 -0.245
C 3.2200 -1.5057 -0.6664 0.516
C 2.1793 -1.2217 -1.6348 0.186
F 1.1930 -2.1071 -1.7641 -0.424
C 2.4712 -0.3684 -2.7697 0.463
O 3.3784 0.4456 -2.8097 -0.662
O 1.6290 -0.6165 -3.7934 -0.236
C 1.9458 0.2147 -4.9181 -0.201
C 1.1219 -0.2099 -6.1029 -1.196
O 4.2040 -0.8110 -0.4773 -0.664
H 4.6640 -4.5605 2.1175 0.384
H 2.8927 -4.4314 1.9929 0.274
H 3.8347 -5.1122 0.6425 0.299
H 4.0230 -2.2351 1.6985 0.280
H 5.0112 -2.9284 0.3718 0.325
H 1.7135 1.2570 -4.6577 0.281
H 3.0113 0.1331 -5.1718 0.319
H 1.4071 0.4284 -6.9430 0.385
H 1.3106 -1.2537 -6.3750 0.295
H 0.0522 -0.0839 -5.9119 0.277
C -3.3058 2.6622 -2.3522 -0.867
N -2.7624 2.1065 -1.1294 0.161
C -1.9480 1.0240 -1.0452 -1.089
C -1.6884 0.7273 0.3189 0.971
C -0.8811 -0.3205 0.7435 -0.858
C -0.5265 -0.5780 2.1102 0.752
C -0.0455 0.4601 2.9383 -0.712
C 0.2640 0.2336 4.2706 -0.545
C 0.0519 -1.0311 4.8386 -0.447
C -0.4005 -2.0843 4.0292 -0.589
C -0.6474 -1.8760 2.6749 -0.347
C -2.4588 1.7201 1.0913 0.693
C -2.7477 1.9341 2.4308 -0.034
C -3.5689 3.0172 2.8025 -0.852
C -4.1477 3.8626 1.8383 -0.643
C -3.9091 3.6316 0.4725 -0.912
C -3.0670 2.5795 0.1484 0.429
H -3.9314 3.5082 -2.0711 0.248
H -2.5066 3.0033 -3.0201 0.339
H -3.9238 1.9353 -2.8954 0.345
H -1.5708 0.5073 -1.9204 0.579
H -0.5711 -1.0376 -0.0142 0.462
H 0.1135 1.4455 2.4903 0.550
H 0.6323 1.0572 4.8829 0.412
H 0.2292 -1.1907 5.9050 0.399
H -0.5901 -3.0680 4.4655 0.393
H -0.9734 -2.6869 2.0208 0.432
H -2.3566 1.2579 3.1836 0.459
H -3.7646 3.2241 3.8600 0.384
H -4.7778 4.7047 2.1322 0.385
H -4.3308 4.2394 -0.3222 0.244
```

Record 4
Density functional theory data (ωB97M-V/def2-TZVPD) for an isolated molecule of C23H24N2O2.

* relative energy (zero: lowest compared OMol25 entry of this formula, charge and spin): 1.026 eV
* SMILES: COc1ccc2ccccc2c1CN1CCN(C(=O)c2ccccc2)CC1

XYZ file:
```
51
Properties=species:S:1:pos:R:3:mulliken_charge:R:1
C 0.2931 3.1021 1.3737 -1.221
O -0.1260 1.7893 1.0893 -0.335
C -1.4211 1.5727 0.6941 0.820
C -2.3034 2.6260 0.3879 -0.696
C -3.5828 2.3631 -0.0085 -1.248
C -4.0486 1.0410 -0.1242 0.780
C -5.3709 0.7592 -0.5267 -0.867
C -5.8108 -0.5290 -0.6309 -0.534
C -4.9383 -1.5887 -0.3397 -0.800
C -3.6514 -1.3482 0.0519 -0.653
C -3.1623 -0.0281 0.1767 0.669
C -1.8393 0.2550 0.5964 0.406
C -0.8969 -0.8653 0.9639 -1.040
N -0.6788 -1.7594 -0.1687 0.167
C 0.0816 -1.1617 -1.2547 -0.645
C 1.5648 -1.5976 -1.2532 -1.023
N 1.9980 -1.8565 0.0968 0.223
C 2.9745 -1.2097 0.7715 0.408
O 3.3120 -1.5466 1.8937 -0.675
C 3.6270 -0.0545 0.0789 -0.176
C 2.9106 1.0984 -0.2224 0.606
C 3.5543 2.1846 -0.7887 -0.803
C 4.9111 2.1262 -1.0605 -0.475
C 5.6290 0.9827 -0.7520 -0.628
C 4.9921 -0.1018 -0.1755 -0.525
C 1.3025 -2.9511 0.7498 -0.893
C -0.1315 -3.0459 0.1979 -0.895
H 1.3069 3.0068 1.7613 0.307
H -0.3405 3.5716 2.1319 0.497
H 0.3108 3.7262 0.4735 0.388
H -1.9721 3.6495 0.4642 0.468
H -4.2548 3.1775 -0.2383 0.382
H -6.0292 1.5872 -0.7497 0.381
H -6.8248 -0.7401 -0.9374 0.395
H -5.2947 -2.6048 -0.4290 0.406
H -2.9877 -2.1716 0.2524 0.327
H -1.3526 -1.4571 1.7639 0.585
H 0.0349 -0.4344 1.3509 0.505
H -0.3769 -1.4608 -2.2051 0.308
H 0.0036 -0.0772 -1.1732 0.398
H 2.1922 -0.8314 -1.7075 0.493
H 1.6812 -2.5225 -1.8327 0.369
H 1.8563 1.1453 0.0034 0.471
H 2.9956 3.0805 -1.0187 0.437
H 5.4103 2.9745 -1.5056 0.391
H 6.6889 0.9384 -0.9549 0.386
H 5.5469 -0.9916 0.0826 0.467
H 1.3062 -2.7447 1.8228 0.467
H 1.8400 -3.8939 0.5853 0.377
H -0.1505 -3.6706 -0.7002 0.461
H -0.7787 -3.5129 0.9438 0.387
```

Calculated calculated total energy in order - -2376.866542, -2376.598984, -1346.305225, -1150.836657 hartree
Calculated E_HOMO in order - -8.711, -5.780, -5.621, -7.935 eV